Arrangement a

A cluster of 2 separate species, C6H10ClN2 in total. Source: OMol25; level of theory: the ωB97M-V functional and the def2-TZVPD basis.

Positions of all 19 atoms, in Å:
H (-0.944, 1.649, 2.189)
C (0.740, -1.526, -0.435)
H (-2.360, 1.209, 1.198)
H (2.197, 1.252, -0.961)
N (1.568, 0.503, -0.711)
C (0.419, -2.968, -0.389)
C (1.828, -0.837, -0.881)
C (0.372, 0.640, -0.165)
H (-2.118, 2.868, 1.722)
H (1.311, -3.560, -0.564)
H (-0.061, 3.047, 0.256)
H (2.742, -1.194, -1.308)
N (-0.149, -0.568, 0.000)
H (-0.004, -3.240, 0.576)
H (-0.313, -3.216, -1.159)
Cl (-1.728, 2.437, -1.305)
H (-1.058, -0.761, 0.394)
C (-0.838, 2.296, 0.158)
C (-1.604, 1.966, 1.386)

- Gap between HOMO and LUMO: 10.3 eV
- Total charge: +1
- 2S+1: 1

Formally, the natural (NBO) partial charges of the atoms, in units of the elementary charge, are as follows: number 1, H, carries 0.248; number 2, C, carries 0.154; number 3, H, carries 0.230; number 4, H, carries 0.453; number 5, N, carries -0.499; number 6, C, carries -0.654; number 7, C, carries -0.078; number 8, C, carries 0.395; number 9, H, carries 0.268; number 10, H, carries 0.256; number 11, H, carries 0.231; number 12, H, carries 0.253; number 13, N, carries -0.512; number 14, H, carries 0.240; number 15, H, carries 0.247; number 16, Cl, carries 0.084; number 17, H, carries 0.445; number 18, C, carries -0.073; number 19, C, carries -0.688


Arrangement b

A structure of composition C6H10ClN2. Source: OMol25; level of theory: the ωB97M-V functional and the def2-TZVPD basis.

Positions of all 19 atoms, in Å:
H (0.698, 1.783, -0.183)
H (-2.379, -2.147, 0.087)
H (-1.372, 1.801, 0.017)
C (1.112, -0.128, -0.048)
H (2.406, 1.500, -0.242)
H (1.530, 1.429, -1.724)
C (-1.414, -0.696, 0.902)
N (-0.583, 1.704, 0.663)
C (-0.386, 0.397, 1.171)
H (-0.524, 2.428, 1.425)
C (-0.504, -1.865, -1.061)
H (0.224, 0.353, 2.141)
N (1.437, 1.180, -0.627)
Cl (2.577, -0.657, 0.885)
C (0.675, -1.105, -1.095)
C (-1.466, -1.643, -0.041)
H (-2.325, -0.563, 1.475)
H (-0.965, -2.549, -1.752)
H (1.257, -1.221, -1.994)

- Gap between HOMO and LUMO: 8.8 eV
- Total charge: +1
- 2S+1: 1

Formally, the natural (NBO) partial charges of the atoms, in units of the elementary charge, are as follows: number 1, H, carries 0.438; number 2, H, carries 0.240; number 3, H, carries 0.420; number 4, C, carries 0.049; number 5, H, carries 0.457; number 6, H, carries 0.459; number 7, C, carries -0.203; number 8, N, carries -0.851; number 9, C, carries 0.005; number 10, H, carries 0.428; number 11, C, carries -0.147; number 12, H, carries 0.258; number 13, N, carries -0.784; number 14, Cl, carries -0.001; number 15, C, carries -0.265; number 16, C, carries -0.205; number 17, H, carries 0.223; number 18, H, carries 0.250; number 19, H, carries 0.228


arrangement a comes first in stability; the runner-up is 0.0835 hartree higher.


Arrangement a

A structure of composition C16H14BF2O6S3SbW. Source: OMol25; level of theory: the ωB97M-V functional and the def2-TZVPD basis.

Positions of all 44 atoms, in Å:
H (-0.102, -4.319, -1.975)
O (0.020, 0.255, -1.993)
O (-1.872, -0.233, -0.134)
O (-0.211, -4.271, 2.555)
S (2.655, -2.046, 3.300)
B (0.365, 2.182, -0.281)
C (-7.282, -0.410, -2.509)
H (-0.013, -3.317, 2.425)
C (-3.271, 0.095, -3.478)
C (-4.069, -0.317, -0.864)
H (-0.510, -8.022, 0.147)
C (-4.609, -0.061, -3.218)
W (0.172, -0.021, 0.114)
S (0.049, 0.722, 2.259)
H (-7.303, 0.551, -3.028)
H (-1.003, 1.179, -4.755)
O (-6.295, -0.433, -1.498)
F (-0.166, 2.805, -1.364)
C (-5.000, -0.269, -1.875)
C (-2.692, -0.160, -1.125)
F (1.047, 3.054, 0.476)
C (-0.381, -6.263, 1.339)
C (-0.155, -4.181, 0.142)
C (-0.181, -4.890, -1.058)
H (-0.325, -6.805, -2.010)
O (-0.031, -2.043, 1.189)
C (-0.902, 0.229, -2.823)
H (0.594, 0.558, -4.280)
H (-2.971, 0.253, -4.506)
C (-0.307, -6.264, -1.074)
C (-0.048, -2.708, 0.113)
Sb (2.517, -0.005, 2.391)
C (-0.411, -6.943, 0.140)
H (-8.234, -0.566, -2.007)
O (0.027, -2.061, -0.970)
H (-7.127, -1.209, -3.239)
C (-0.475, 0.364, -4.260)
C (-0.246, -4.870, 1.361)
H (-0.449, -6.782, 2.286)
H (-4.389, -0.486, 0.155)
S (2.469, -0.205, -0.122)
C (-2.288, 0.063, -2.476)
H (-5.322, -0.022, -4.026)
H (-0.686, -0.560, -4.799)

- Gap between HOMO and LUMO (alpha / beta): 6.3 / 6.8 eV
- Total charge: -1
- 2S+1: 2

Formally, the natural (NBO) partial charges of the atoms, in units of the elementary charge, are as follows: number 1, H, carries 0.227; number 2, O, carries -0.585; number 3, O, carries -0.701; number 4, O, carries -0.679; number 5, S, carries -0.851; number 6, B, carries 0.970; number 7, C, carries -0.251; number 8, H, carries 0.532; number 9, C, carries -0.043; number 10, C, carries -0.337; number 11, H, carries 0.202; number 12, C, carries -0.397; number 13, W, carries 0.969; number 14, S, carries -0.367; number 15, H, carries 0.175; number 16, H, carries 0.227; number 17, O, carries -0.488; number 18, F, carries -0.544; number 19, C, carries 0.355; number 20, C, carries 0.462; number 21, F, carries -0.528; number 22, C, carries -0.309; number 23, C, carries -0.279; number 24, C, carries -0.128; number 25, H, carries 0.204; number 26, O, carries -0.728; number 27, C, carries 0.640; number 28, H, carries 0.245; number 29, H, carries 0.197; number 30, C, carries -0.283; number 31, C, carries 0.776; number 32, Sb, carries 0.985; number 33, C, carries -0.174; number 34, H, carries 0.196; number 35, O, carries -0.687; number 36, H, carries 0.175; number 37, C, carries -0.698; number 38, C, carries 0.453; number 39, H, carries 0.217; number 40, H, carries 0.235; number 41, S, carries -0.485; number 42, C, carries -0.344; number 43, H, carries 0.214; number 44, H, carries 0.233


Arrangement b

A structure of composition C16H14BF2O6S3SbW. Source: OMol25; level of theory: the ωB97M-V functional and the def2-TZVPD basis.

Positions of all 44 atoms, in Å:
F (-2.470, -1.203, -0.399)
C (0.110, 1.047, -1.784)
S (-0.349, 0.474, 3.292)
C (0.022, 4.772, -2.077)
C (0.463, -6.279, 0.021)
H (-0.759, 0.934, -3.742)
H (-0.942, -6.930, 3.052)
W (0.061, -0.100, 1.262)
C (0.017, 7.442, -1.273)
F (-2.997, 0.719, 0.597)
C (0.136, 4.179, 0.272)
C (0.156, 0.628, -3.231)
C (0.070, 5.133, -0.712)
H (0.861, -6.787, -0.847)
H (0.241, -0.454, -3.268)
S (2.496, -0.057, 1.013)
C (-0.544, -4.979, 2.287)
H (0.179, 4.472, 1.312)
O (0.054, 0.126, -0.956)
C (0.154, 2.799, -0.036)
H (-0.032, 5.512, -2.860)
C (0.044, 3.439, -2.390)
C (-0.550, -6.373, 2.211)
H (1.001, 1.085, -3.746)
H (0.860, -4.296, -0.715)
C (-0.041, -4.239, 1.207)
C (-0.034, -2.771, 1.245)
O (0.399, -2.068, 0.298)
Sb (2.477, -0.470, 3.395)
H (-0.895, 7.388, -1.874)
B (-2.074, -0.247, 0.458)
H (0.887, 7.393, -1.933)
O (0.053, 6.428, -0.292)
C (-0.052, -7.009, 1.091)
C (0.465, -4.901, 0.090)
S (2.613, -2.684, 3.653)
H (0.006, 3.155, -3.434)
O (-0.484, -2.126, 2.243)
H (0.032, 8.385, -0.732)
O (-1.026, -4.410, 3.403)
H (-0.060, -8.092, 1.052)
C (0.102, 2.431, -1.414)
O (0.251, 1.970, 0.939)
H (-0.899, -3.439, 3.323)

- Gap between HOMO and LUMO (alpha / beta): 6.8 / 7.2 eV
- Total charge: -1
- 2S+1: 2

Formally, the natural (NBO) partial charges of the atoms, in units of the elementary charge, are as follows: number 1, F, carries -0.525; number 2, C, carries 0.620; number 3, S, carries -0.244; number 4, C, carries -0.401; number 5, C, carries -0.278; number 6, H, carries 0.230; number 7, H, carries 0.215; number 8, W, carries 0.927; number 9, C, carries -0.252; number 10, F, carries -0.524; number 11, C, carries -0.361; number 12, C, carries -0.701; number 13, C, carries 0.425; number 14, H, carries 0.205; number 15, H, carries 0.246; number 16, S, carries -0.615; number 17, C, carries 0.451; number 18, H, carries 0.232; number 19, O, carries -0.596; number 20, C, carries 0.464; number 21, H, carries 0.213; number 22, C, carries -0.100; number 23, C, carries -0.310; number 24, H, carries 0.227; number 25, H, carries 0.231; number 26, C, carries -0.274; number 27, C, carries 0.795; number 28, O, carries -0.653; number 29, Sb, carries 0.953; number 30, H, carries 0.174; number 31, B, carries 0.942; number 32, H, carries 0.174; number 33, O, carries -0.509; number 34, C, carries -0.172; number 35, C, carries -0.119; number 36, S, carries -0.812; number 37, H, carries 0.204; number 38, O, carries -0.710; number 39, H, carries 0.194; number 40, O, carries -0.684; number 41, H, carries 0.202; number 42, C, carries -0.331; number 43, O, carries -0.677; number 44, H, carries 0.522


arrangement a comes first in stability; the runner-up is 0.0238 hartree higher.


Arrangement a

A cluster of 3 separate species, C8H12N3O2 in total. Source: OMol25; level of theory: the ωB97M-V functional and the def2-TZVPD basis.

Positions of all 25 atoms, in Å:
H (0.579, -2.565, -1.458)
N (0.841, -3.084, -2.373)
H (1.310, -0.842, -0.124)
H (-0.051, -3.529, -2.507)
H (1.222, -2.604, -3.277)
C (1.796, 2.040, 0.172)
O (0.676, -1.577, -0.209)
C (-1.660, 0.732, 0.934)
H (0.940, 4.164, 1.222)
H (1.487, 1.453, 2.288)
H (-0.691, 2.199, 1.769)
O (-1.642, 1.865, 1.561)
C (-0.563, -1.123, 0.155)
C (1.530, 2.275, 1.523)
H (2.200, 1.847, -1.961)
C (-2.862, -0.963, 0.181)
H (1.491, -3.825, -2.372)
N (-0.523, 0.122, 0.693)
C (1.234, 3.483, 1.980)
C (1.973, 1.821, -0.991)
H (-3.807, -1.365, -0.153)
H (-1.788, -2.710, -0.517)
N (-2.857, 0.238, 0.619)
C (-1.742, -1.678, -0.133)
H (0.908, 3.626, 2.978)

- Gap between HOMO and LUMO: 8.4 eV
- Total charge: +1
- 2S+1: 1

Formally, the natural (NBO) partial charges of the atoms, in units of the elementary charge, are as follows: number 1, H, carries 0.487; number 2, N, carries -0.911; number 3, H, carries 0.544; number 4, H, carries 0.437; number 5, H, carries 0.466; number 6, C, carries -0.019; number 7, O, carries -0.714; number 8, C, carries 0.705; number 9, H, carries 0.210; number 10, H, carries 0.245; number 11, H, carries 0.520; number 12, O, carries -0.631; number 13, C, carries 0.521; number 14, C, carries -0.310; number 15, H, carries 0.220; number 16, C, carries 0.135; number 17, H, carries 0.438; number 18, N, carries -0.571; number 19, C, carries -0.322; number 20, C, carries -0.218; number 21, H, carries 0.208; number 22, H, carries 0.210; number 23, N, carries -0.447; number 24, C, carries -0.421; number 25, H, carries 0.216


Arrangement b

A cluster of 3 separate species, C8H12N3O2 in total. Source: OMol25; level of theory: the ωB97M-V functional and the def2-TZVPD basis.

Positions of all 25 atoms, in Å:
H (0.775, 2.422, 1.943)
O (-1.170, -2.337, -2.749)
C (-0.655, 0.418, -1.944)
C (0.163, 1.445, 0.149)
H (2.550, -2.046, -0.583)
H (-3.064, 0.866, -0.738)
H (-1.530, 2.793, 2.740)
C (-0.062, 2.079, 1.354)
H (1.170, 1.326, -0.217)
H (-2.341, 1.190, -2.768)
N (1.816, -1.449, -0.211)
C (-1.134, -2.149, -1.621)
H (1.133, -2.055, 0.238)
H (-3.440, 2.018, 1.387)
H (1.087, -0.572, -1.356)
H (2.233, -0.883, 0.522)
C (-0.915, 1.012, -0.630)
C (-1.357, 2.289, 1.802)
H (-1.360, 0.280, -3.857)
O (-1.132, -1.992, -0.489)
C (-2.218, 1.222, -0.168)
N (-1.523, 0.623, -2.922)
N (0.497, -0.177, -2.158)
H (0.719, -0.507, -3.088)
C (-2.432, 1.857, 1.040)

- Gap between HOMO and LUMO: 9.7 eV
- Total charge: +1
- 2S+1: 1

Formally, the natural (NBO) partial charges of the atoms, in units of the elementary charge, are as follows: number 1, H, carries 0.235; number 2, O, carries -0.510; number 3, C, carries 0.549; number 4, C, carries -0.157; number 5, H, carries 0.393; number 6, H, carries 0.207; number 7, H, carries 0.237; number 8, C, carries -0.201; number 9, H, carries 0.222; number 10, H, carries 0.430; number 11, N, carries -1.065; number 12, C, carries 1.023; number 13, H, carries 0.397; number 14, H, carries 0.237; number 15, H, carries 0.451; number 16, H, carries 0.392; number 17, C, carries -0.191; number 18, C, carries -0.151; number 19, H, carries 0.423; number 20, O, carries -0.512; number 21, C, carries -0.116; number 22, N, carries -0.729; number 23, N, carries -0.762; number 24, H, carries 0.409; number 25, C, carries -0.212


arrangement b comes first in stability; the runner-up is 0.2088 hartree higher.


Arrangement a

The molecule CH2N2O2S. Source: OMol25; level of theory: the ωB97M-V functional and the def2-TZVPD basis.

Positions of all 8 atoms, in Å:
S (1.644, -0.663, -0.005)
H (-0.643, -0.271, 0.749)
H (-0.585, -0.677, -0.709)
C (2.411, 1.068, 0.046)
N (3.094, 1.990, -0.053)
N (0.025, -0.434, 0.026)
O (2.055, -1.245, 1.183)
O (1.976, -1.254, -1.216)

- Gap between HOMO and LUMO: 12.3 eV
- 2S+1: 1
- Structure (SMILES): N#CS(N)(=O)=O

Formally, the natural (NBO) partial charges of the atoms, in units of the elementary charge, are as follows: number 1, S, carries 2.355; number 2, H, carries 0.427; number 3, H, carries 0.420; number 4, C, carries -0.060; number 5, N, carries -0.266; number 6, N, carries -1.107; number 7, O, carries -0.889; number 8, O, carries -0.880


Arrangement b

A structure of composition CH2N2O2S. Source: OMol25; level of theory: the ωB97M-V functional and the def2-TZVPD basis.

Positions of all 8 atoms, in Å:
O (-0.075, 1.398, 0.068)
H (1.860, 1.062, 0.135)
S (-1.251, -0.243, -0.074)
N (-2.131, -0.328, -1.200)
C (0.700, -0.634, -0.118)
H (1.463, -1.391, -0.166)
N (0.947, 0.598, 0.036)
O (-1.512, -0.462, 1.320)

- Gap between HOMO and LUMO: 9.8 eV
- 2S+1: 1

Formally, the natural (NBO) partial charges of the atoms, in units of the elementary charge, are as follows: number 1, O, carries -0.497; number 2, H, carries 0.420; number 3, S, carries 1.865; number 4, N, carries -0.881; number 5, C, carries -0.135; number 6, H, carries 0.234; number 7, N, carries -0.113; number 8, O, carries -0.893


arrangement a comes first in stability; the runner-up is 0.1488 hartree higher.